A cluster of 5 separate species, C33H40BO2P in total, computed with ωB97M-V with the def2-TZVPD basis set.

## Properties
Energy (eV): -48927.5870
Spin multiplicity: 1
Largest force on an atom (eV Å⁻¹): 0.629
HOMO-LUMO gap (Eh): 0.2966
Structure (SMILES): CCB(O)[PH3]COc1ccccc1.c1ccccc1.c1ccccc1.c1ccccc1.c1ccccc1

The geometry in XYZ format:
```
77
Properties=species:S:1:pos:R:3:forces:R:3:mulliken_charge:R:1
C 6.296721 -0.091851 0.144025 0.2 0.2 0.1 -0.934
C 6.458499 1.456537 0.160199 -0.1 0.0 0.2 -0.356
B 5.301524 2.061677 1.026414 0.2 0.1 0.1 0.671
O 5.541289 2.283216 2.354319 -0.2 -0.6 -0.1 -0.575
P 3.486936 2.471217 0.332116 0.0 0.0 0.1 -0.087
C 1.708373 2.903998 -0.243233 -0.2 0.0 0.1 -0.756
O 0.765073 2.822393 0.829845 -0.1 0.1 0.1 -0.382
C 0.258954 1.561925 1.050218 0.2 -0.2 -0.2 -0.577
C 0.807151 0.766328 2.042661 0.2 -0.1 0.2 0.146
C 0.327991 -0.516939 2.251262 -0.1 0.0 -0.2 -0.878
C -0.713429 -1.000460 1.465268 0.3 -0.2 0.3 -0.391
C -1.259991 -0.196688 0.482748 -0.3 0.0 -0.3 -0.652
C -0.789577 1.091139 0.272794 0.3 0.1 0.0 0.056
H 5.457634 -0.434512 0.754060 -0.1 -0.1 -0.1 0.302
H 6.183126 -0.458274 -0.873695 -0.2 -0.1 0.0 0.169
H 7.184845 -0.565619 0.559869 0.0 0.0 0.0 0.344
H 7.405944 1.703837 0.642626 0.1 0.1 -0.2 0.225
H 6.459041 1.847389 -0.857842 0.1 0.0 0.0 0.290
H 4.719961 2.309164 2.863777 0.0 0.5 0.1 0.279
H 3.207950 1.068155 0.103164 0.0 0.1 -0.1 -0.076
H 3.148601 3.172752 1.580176 -0.1 -0.1 0.1 -0.144
H 4.003022 3.173918 -0.817307 0.0 -0.1 -0.2 -0.060
H 1.417397 2.213663 -1.045255 0.0 0.1 -0.1 0.280
H 1.656782 3.934198 -0.605188 0.1 0.0 0.0 0.522
H 1.632282 1.141869 2.634481 0.0 0.1 0.0 0.493
H 0.784442 -1.131580 3.015416 -0.1 -0.1 0.0 0.435
H -1.085690 -2.001943 1.637489 0.0 0.0 -0.1 0.458
H -2.055611 -0.584315 -0.141896 -0.1 0.1 0.0 0.525
H -1.180350 1.755018 -0.488383 -0.2 -0.2 -0.1 0.638
C -1.575601 0.466610 -3.587455 0.0 0.0 0.0 -0.314
C -1.619393 1.853721 -3.618876 0.0 0.0 0.0 -0.323
C -2.678459 2.501547 -4.239116 0.0 0.0 0.0 -0.473
C -3.692651 1.762121 -4.831712 0.0 0.0 0.0 -0.358
C -3.646242 0.375486 -4.805810 0.0 0.0 0.0 -0.359
C -2.588377 -0.272281 -4.182902 0.0 0.0 0.0 -0.503
H -0.752667 -0.039402 -3.097809 0.0 0.0 0.0 0.475
H -0.827353 2.431538 -3.158237 0.0 0.0 0.0 0.408
H -2.713738 3.583133 -4.260497 0.0 0.0 0.0 0.367
H -4.519696 2.267198 -5.313659 0.0 0.0 0.0 0.357
H -4.435299 -0.201159 -5.270899 0.0 0.0 0.0 0.361
H -2.552890 -1.353935 -4.161487 0.0 0.0 0.0 0.376
C 4.391360 -1.220487 -3.147849 0.0 0.0 0.0 -0.193
C 4.549911 -0.919786 -4.493431 0.0 0.0 0.0 -0.604
C 4.782238 -1.937471 -5.408099 0.0 0.0 0.0 -0.293
C 4.858681 -3.254345 -4.976242 0.0 0.0 0.0 -0.431
C 4.705749 -3.553821 -3.629544 0.0 0.0 0.0 -0.336
C 4.471053 -2.536719 -2.714930 0.0 0.0 0.0 -0.467
H 4.204464 -0.427504 -2.434079 0.0 0.0 0.0 0.494
H 4.492378 0.107617 -4.829374 0.0 0.0 0.0 0.364
H 4.903987 -1.704262 -6.457954 0.0 0.0 0.0 0.363
H 5.038111 -4.048034 -5.689912 0.0 0.0 0.0 0.360
H 4.769375 -4.580444 -3.292699 0.0 0.0 0.0 0.361
H 4.350540 -2.768885 -1.664316 0.0 0.0 0.0 0.373
C -5.805986 -4.075151 3.794600 0.0 0.0 0.0 -0.526
C -5.034757 -2.921646 3.771308 0.0 0.0 0.0 -0.317
C -4.173906 -2.682971 2.709416 0.1 0.0 0.0 0.157
C -4.083106 -3.600454 1.671801 0.0 0.0 0.0 -0.377
C -4.849537 -4.757258 1.697133 0.0 0.0 0.0 -0.472
C -5.712073 -4.994127 2.758428 0.0 0.0 0.0 -0.399
H -6.480702 -4.258245 4.620887 0.0 0.0 0.0 0.357
H -5.105813 -2.207646 4.581916 0.0 0.0 0.0 0.304
H -3.571926 -1.782172 2.687189 0.0 0.0 0.0 0.222
H -3.414149 -3.413619 0.840668 0.0 0.0 0.0 0.350
H -4.775559 -5.473736 0.889197 0.0 0.0 0.0 0.355
H -6.311533 -5.895076 2.778141 0.0 0.0 0.0 0.360
C -2.314265 2.433389 3.032648 -0.2 -0.1 0.2 0.026
C -2.579561 1.195699 3.605058 0.0 0.1 0.0 -0.473
C -3.740931 0.996391 4.334399 0.0 -0.2 0.1 -0.430
C -4.642443 2.033368 4.524550 0.1 0.1 -0.2 -0.483
C -4.369282 3.277237 3.966544 -0.1 0.0 0.0 -0.343
C -3.215547 3.473365 3.218911 0.1 0.0 0.0 -0.647
H -1.420954 2.550962 2.439543 -0.1 0.2 0.1 0.412
H -1.881472 0.381664 3.474306 0.0 0.0 0.0 0.406
H -3.928352 0.018815 4.763047 -0.1 0.0 0.0 0.413
H -5.550317 1.875395 5.091566 0.0 0.0 0.0 0.377
H -5.063432 4.096189 4.106577 0.0 0.0 0.0 0.363
H -3.018770 4.442980 2.778933 0.0 0.0 0.0 0.395
```
Positions in Å, forces in eV/Å.